{
  "formula": "C4H4N2S2",
  "method": "the ωB97M-V functional and the def2-TZVPD basis",
  "symbols": ["C", "C", "C", "C", "H", "H", "H", "H", "N", "N", "S", "S"],
  "coordinates": [[-1.421, -0.137, 0.206], [1.271, 0.058, 0.132], [0.814, 1.430, 0.091], [0.296, 2.508, 0.016], [-4.308, -0.635, -0.285], [-3.553, 0.489, 0.753], [-1.437, 0.516, 1.040], [-0.017, 3.539, -0.227], [-3.586, 0.181, -0.205], [-2.469, -0.564, -0.393], [0.004, -1.123, 0.206], [2.867, -0.401, -0.191]],
  "smiles": "C#CC(=S)S/C=N/N",
  "charge": 0,
  "e_lumo_ev": -1.086,
  "e_above_lowest_ev": 4.5006
}